# 1
Density functional theory data (ωB97M-V/def2-TZVPD) for one molecule with the formula C20H25N3O3S in a non-equilibrium geometry.

The value obtained for the energy above the lowest of the compared OMol25 structures with the same formula, charge and spin is 145.1 kJ/mol. Its spin multiplicity is 1. The value obtained for the molar mass is 387.5 g/mol. Its HOMO-LUMO gap is 9.130 eV. The SMILES is C[C@H]1[C@H](C)CCC[C@H]1NC(=O)c1nn(C)c2c1CS(=O)(=O)c1ccccc1-2.

XYZ file:
```
52
Properties=species:S:1:pos:R:3:forces:R:3:mulliken_charge:R:1
C 1.96753 3.61870 -1.40051 0.1 0.2 0.2 -1.999
C 1.52254 4.49028 -0.22643 -0.2 -0.4 -0.1 0.335
C 0.17800 5.18704 -0.48757 0.3 0.5 0.1 0.707
C 0.23638 6.08198 -1.72464 -0.1 -0.3 0.1 -1.832
C -0.22167 6.02072 0.73286 -0.3 -0.3 0.0 -1.007
C -0.31576 5.16710 1.99202 0.3 0.2 0.0 -0.568
C 1.01550 4.47354 2.26036 -0.1 -0.2 -0.1 -1.225
C 1.46325 3.63871 1.05747 0.5 0.3 0.2 -0.759
N 0.60883 2.48716 0.88882 -0.2 0.2 0.0 0.087
C 1.06324 1.22195 0.86104 -0.2 0.4 0.0 0.004
O 2.22866 0.90114 1.02247 0.2 -0.2 0.0 -0.762
C -0.00596 0.23041 0.61474 -0.5 -0.9 -0.2 0.292
N -1.28737 0.56738 0.47772 0.3 0.6 0.2 -0.793
N -1.96101 -0.54931 0.25383 0.6 -0.3 -0.1 0.544
C -3.36979 -0.46785 -0.00471 -0.6 0.1 0.0 -1.009
C -1.14374 -1.63420 0.22863 0.6 0.6 0.4 0.164
C 0.14547 -1.15838 0.46141 -0.8 0.4 0.2 0.964
C 1.37106 -1.97740 0.43456 -0.3 -0.7 -0.6 -0.904
S 1.10485 -3.11034 -0.96500 0.3 0.0 -0.1 1.363
O 2.09472 -4.15156 -0.98469 0.0 -0.1 0.3 -0.721
O 0.90593 -2.34897 -2.16835 -0.1 0.2 0.1 -0.650
C -0.48501 -3.84084 -0.52571 0.3 0.4 0.0 -0.227
C -0.69474 -5.18001 -0.76846 0.2 -0.1 0.0 -0.553
C -1.92960 -5.74321 -0.48463 0.0 0.1 0.0 -0.597
C -2.93696 -4.94882 0.03876 0.0 -0.1 0.0 -0.662
C -2.72659 -3.60151 0.27796 0.2 0.1 0.0 -0.560
C -1.49165 -3.02058 -0.01228 -0.3 -0.3 0.0 0.344
H 2.26003 4.22743 -2.25117 0.0 0.0 -0.1 0.532
H 2.82027 3.00975 -1.10961 0.1 -0.1 0.0 0.447
H 1.16726 2.94981 -1.70986 -0.1 -0.1 -0.1 0.322
H 2.27976 5.26470 -0.06006 0.0 0.1 0.1 0.507
H -0.58832 4.42190 -0.65653 0.0 -0.1 0.0 0.168
H 0.38075 5.49615 -2.62747 0.0 0.0 -0.2 0.407
H 1.05289 6.79605 -1.63951 0.1 0.1 0.0 0.356
H -0.69316 6.63820 -1.82842 -0.1 0.1 -0.1 0.453
H -1.18228 6.50544 0.54409 0.0 0.1 0.0 0.363
H 0.52198 6.80683 0.88491 0.0 0.1 0.0 0.315
H -0.58001 5.79459 2.84583 -0.1 -0.1 0.0 0.371
H -1.10702 4.42324 1.87485 -0.1 0.0 0.0 0.325
H 0.93643 3.82731 3.13655 0.1 0.0 0.0 0.406
H 1.77986 5.22579 2.46397 0.1 0.0 0.0 0.401
H 2.46040 3.22742 1.25304 -0.2 0.1 -0.1 0.594
H -0.37556 2.62717 0.72519 0.0 -0.1 0.0 0.426
H -3.59347 0.56323 -0.27391 0.0 -0.1 0.0 0.334
H -3.64116 -1.12908 -0.82704 0.0 0.0 0.0 0.418
H -3.94936 -0.72887 0.88392 0.0 0.0 -0.1 0.292
H 2.25453 -1.36118 0.28489 0.1 -0.2 -0.2 0.468
H 1.49439 -2.61020 1.31183 0.1 -0.1 0.1 0.366
H 0.12155 -5.76126 -1.16755 0.1 -0.1 0.0 0.513
H -2.10221 -6.79290 -0.66428 0.0 -0.1 0.0 0.405
H -3.89851 -5.38292 0.26954 -0.1 0.0 0.0 0.397
H -3.51831 -3.01296 0.71264 -0.1 0.1 0.0 0.437
```
Forces are in eV/Å.


# 2
Density functional theory data (ωB97M-V/def2-TZVPD) for an isolated ion of composition C5H13N2 and charge +1 in a non-equilibrium geometry.

As for the net charge: +1. The value obtained for the energy above the lowest of the compared OMol25 structures with the same formula, charge and spin is 353.0 kJ/mol. Its spin multiplicity is 1. The value obtained for the molar mass is 101.2 g/mol. Its HOMO-LUMO gap is 9.786 eV. The SMILES is C=C(N)C[C@@H](C)[NH3+].

XYZ file:
```
20
Properties=species:S:1:pos:R:3:forces:R:3:mulliken_charge:R:1
C -0.38853 -0.58749 2.42162 -0.4 2.9 -3.4 -0.854
C -0.14725 0.39355 1.45461 -2.3 -4.2 1.0 0.452
N -1.27905 0.96207 0.68786 3.7 3.5 1.1 -0.534
C 0.96946 0.35327 0.53798 5.0 3.0 0.4 -1.141
C 0.72006 -0.22793 -0.84030 2.7 -0.4 -2.4 0.502
C -0.07217 -1.51387 -1.00827 -0.3 1.5 2.8 -1.477
N 0.22447 0.92831 -1.64767 0.2 0.4 -3.2 -0.322
H 0.22656 -1.45460 2.31891 0.6 -0.3 1.2 0.322
H -1.40198 -0.59733 2.81418 0.3 -0.3 0.4 0.352
H -1.44948 1.93075 1.01640 -0.4 -0.7 -0.3 0.250
H -1.97190 0.37941 0.93621 -3.8 -1.8 0.8 0.207
H 1.22531 1.59462 0.45671 -0.3 -3.1 -0.4 0.316
H 2.01883 -0.03084 0.88337 -2.2 0.4 0.0 0.344
H 1.71057 -0.37096 -1.45399 -1.3 -0.3 2.0 0.384
H -1.10317 -1.29646 -0.76554 -0.4 -0.2 0.2 0.379
H -0.04046 -1.89948 -1.96590 0.4 -0.8 -2.0 0.504
H 0.31596 -2.21449 -0.25796 -0.2 0.0 -0.4 0.303
H 1.04763 1.37074 -2.12505 -0.9 -0.1 0.9 0.381
H -0.20397 1.56310 -0.99918 -0.9 0.6 0.2 0.281
H -0.40089 0.71764 -2.46399 0.2 0.0 1.2 0.351
```
Forces are in eV/Å.


# 3
Density functional theory data (ωB97M-V/def2-TZVPD) for C3H3CaO3Rb as an isolated structure in a non-equilibrium geometry.

As for the net charge: +3. Its spin multiplicity is 2. The value obtained for the molar mass is 212.6 g/mol. Its HOMO-LUMO gap (spin up / spin down) is 6.578 / 11.425 eV.

XYZ file:
```
11
Properties=species:S:1:pos:R:3:forces:R:3:mulliken_spin:R:1
O 0.62519 0.82855 0.04155 -0.5 1.7 0.1 0.008
C 0.42054 -0.46269 0.12381 -0.5 -1.4 -0.8 0.044
C -0.76675 1.53483 0.01721 0.5 -0.1 0.1 -0.008
O 1.38733 -1.23322 0.06303 0.5 0.7 0.4 0.025
O -0.83242 -0.79685 0.14524 0.5 -0.4 0.2 0.002
C -1.63390 0.33402 0.13373 -0.5 0.2 -0.2 0.824
Ca 3.01908 0.50524 0.02424 -0.2 -0.1 0.0 0.002
H -0.85315 2.07449 -0.93409 0.1 0.0 0.2 0.042
H -0.76380 2.20631 0.88343 0.0 -0.1 -0.2 0.039
H -2.63700 0.18388 -0.25188 0.2 0.1 0.2 0.023
Rb 2.03487 -5.17458 -0.24626 -0.1 -0.5 0.0 0.000
```
Forces are in eV/Å.